Record 1
{
  "formula": "C5H6O3Sm",
  "method": "wB97M-V/def2-TZVPD",
  "orbital_gap_ha": [0.1955, 0.2084],
  "total_charge": 2,
  "multiplicity": 7,
  "lumo_energy_ev": [-10.51, -10.50],
  "symbols": ["O", "C", "O", "O", "C", "C", "C", "C", "Sm", "H", "H", "H", "H", "H", "H"],
  "coordinates": [[-5.61964, -1.34842, 0.97774], [-4.60302, -1.83435, 0.77714], [-3.58865, -2.40646, 0.65890], [0.30875, -1.48916, -0.83694], [0.76485, -0.19972, -1.04207], [1.18698, 0.50150, 0.25363], [1.57177, 1.94436, 0.01314], [2.75750, 2.46562, 0.24008], [-1.19253, -3.02647, 0.16635], [-0.01498, 0.41602, -1.53362], [1.63473, -0.20979, -1.72735], [2.01975, -0.04836, 0.71602], [0.33532, 0.47427, 0.95495], [0.77503, 2.58471, -0.39180], [3.66416, 2.17625, 0.77383]],
  "atomic_forces_ev_per_a": [[0.7281, -0.0393, -0.4232], [-1.8283, 0.2298, 0.8410], [1.0140, -0.1240, -0.4079], [-1.2956, -0.7126, 1.7120], [-0.0240, -0.0770, -1.4777], [0.5600, -1.5485, 0.8125], [1.7154, 3.9397, -0.4159], [-3.0815, -5.0933, 0.5025], [1.4357, 1.0701, -1.0882], [0.2275, -0.0566, 0.1430], [-0.2601, 0.0300, 0.2116], [-0.2688, 0.1249, -0.1176], [0.3441, 0.5106, -0.0633], [0.0080, -0.0714, 0.0298], [0.7254, 1.8178, -0.2586]]
}

Record 2
{
  "formula": "C7H6ClFMoO4S",
  "method": "wB97M-V/def2-TZVPD",
  "orbital_gap_ha": [0.2628, 0.2636],
  "multiplicity": 3,
  "lumo_energy_ev": [-1.39, -1.58],
  "symbols": ["Mo", "O", "Cl", "O", "O", "O", "S", "F", "C", "C", "C", "C", "C", "C", "C", "H", "H", "H", "H", "H", "H"],
  "coordinates": [[0.99553, -1.92905, -0.23041], [1.86047, -1.42887, 2.00191], [2.85004, -2.33939, 1.46535], [3.86337, -2.66537, 2.36795], [3.33308, -1.73837, 0.24014], [2.08388, -3.50206, 1.02267], [-0.49765, -2.36461, -1.67730], [-4.05550, 2.17001, -0.13939], [-2.79059, 1.71401, -0.23442], [-2.20051, 1.14071, 0.87481], [-0.90249, 0.67141, 0.76702], [-0.19549, 0.75935, -0.43722], [1.18438, 0.18632, -0.54652], [-0.81737, 1.37292, -1.52251], [-2.11559, 1.84769, -1.43154], [-2.75592, 1.07155, 1.80051], [-0.41872, 0.23697, 1.63654], [1.80671, 0.56768, 0.26713], [1.65850, 0.45393, -1.49038], [-0.27950, 1.46213, -2.45856], [-2.60662, 2.31303, -2.27576]],
  "atomic_forces_ev_per_a": [[-1.2790, 0.3931, -1.7007], [-0.4869, 0.3513, 0.1517], [1.2983, -0.2001, 1.3533], [0.1519, -0.0616, 0.1366], [0.0841, 0.2914, -0.7021], [-0.6347, -0.5721, -0.3928], [1.0670, 0.0781, 0.9973], [-0.0103, 0.0006, -0.0127], [0.1067, -0.0292, 0.0567], [-0.1340, 0.0394, 0.0114], [0.1836, 0.0203, -0.1298], [-0.0162, 0.1740, 0.1817], [-0.3556, 0.0046, 0.1196], [-0.0097, -0.1370, 0.0109], [-0.0377, 0.0182, -0.0585], [0.0109, 0.0020, -0.0053], [-0.0359, -0.0023, 0.0019], [0.1043, -0.2161, 0.0276], [0.0191, -0.1731, -0.0511], [-0.0245, 0.0032, -0.0170], [-0.0012, 0.0154, 0.0214]]
}

Record 3
{
  "formula": "CH6N2O",
  "method": "wB97M-V/def2-TZVPD",
  "orbital_gap_ha": 0.3986,
  "multiplicity": 1,
  "lumo_energy_ev": 0.85,
  "symbols": ["C", "N", "N", "O", "H", "H", "H", "H", "H", "H"],
  "coordinates": [[-1.09741, -0.05103, 0.18315], [0.45530, 0.55757, 1.01340], [1.35701, -0.68958, -0.70901], [1.41774, -0.31889, 0.62827], [0.59613, 1.40488, 0.44829], [1.52035, 0.16315, -1.25806], [0.20997, -0.76169, -0.77973], [-1.31092, -0.95454, 0.74766], [-1.42999, -0.09368, -0.86010], [-1.71817, 0.74380, 0.58611]],
  "atomic_forces_ev_per_a": [[0.4750, 1.6846, 2.7316], [-3.2671, -0.6307, -2.4786], [-3.2473, -0.0033, -0.5388], [1.2921, -0.7261, 0.7439], [0.0307, 0.0685, 0.0056], [0.1830, 0.0490, 0.0399], [3.5798, -0.3081, -0.4741], [0.1091, -0.0797, -0.2175], [0.9465, -0.0684, -0.1156], [-0.1019, 0.0142, 0.3036]]
}

Record 4
{
  "formula": "C16H33AgBr4O4",
  "method": "wB97M-V/def2-TZVPD",
  "orbital_gap_ha": [0.3803, 0.2925],
  "total_charge": 1,
  "multiplicity": 2,
  "lumo_energy_ev": [-2.04, -4.37],
  "symbols": ["Ag", "O", "H", "C", "C", "C", "O", "C", "H", "H", "H", "H", "H", "H", "H", "H", "C", "C", "C", "O", "C", "H", "H", "H", "H", "H", "H", "H", "H", "C", "C", "C", "O", "C", "H", "H", "H", "H", "H", "H", "H", "H", "Br", "C", "C", "Br", "H", "H", "H", "H", "Br", "C", "C", "Br", "H", "H", "H", "H"],
  "coordinates": [[-0.00388, -0.80019, 1.29041], [-1.69039, 0.04517, -0.31540], [-1.01711, 0.43770, -0.96006], [2.41798, 3.22798, 1.40141], [2.63680, 2.86928, 2.88089], [1.77444, 1.62254, 2.98254], [1.47369, 1.13122, 1.69108], [2.39859, 1.83853, 0.79441], [3.21392, 3.72477, 0.84588], [1.53610, 3.74800, 1.24887], [2.25265, 3.71614, 3.49510], [3.68805, 2.64122, 3.04544], [0.80539, 1.64760, 3.55482], [2.29530, 0.83036, 3.50265], [1.95938, 1.79383, -0.18471], [3.39351, 1.31208, 0.86297], [2.05729, -4.12619, -0.74387], [3.25975, -3.26837, -0.36019], [2.57841, -2.09196, 0.28843], [1.30577, -2.00971, -0.24710], [1.05736, -3.05262, -1.15182], [1.62590, -4.69330, 0.06915], [2.23429, -4.86812, -1.56213], [3.58599, -2.86449, -1.33923], [4.04536, -3.73311, 0.15323], [3.14622, -1.20137, 0.02128], [2.62392, -2.13581, 1.36822], [1.19580, -2.67459, -2.19771], [0.01596, -3.24877, -1.15688], [-3.05304, -0.03202, -3.05167], [-1.69665, -0.44303, -3.68715], [-0.94203, -1.32250, -2.63134], [-1.95864, -1.75445, -1.78205], [-3.31961, -1.29349, -2.25406], [-3.72853, 0.17410, -3.81055], [-2.92179, 0.88373, -2.38498], [-1.22435, 0.54848, -3.92671], [-1.93022, -0.87502, -4.64984], [-0.12174, -0.76202, -2.07456], [-0.51861, -2.14113, -3.21853], [-4.01790, -1.13844, -1.38556], [-3.75634, -2.06802, -2.85465], [-2.51577, 3.60880, -0.05196], [-2.43619, 4.61876, -1.74027], [-1.09207, 5.14876, -1.91238], [0.30137, 3.88151, -2.28472], [-3.18141, 5.36192, -1.55357], [-2.61776, 3.92558, -2.51295], [-0.86284, 5.66841, -1.01883], [-1.07918, 5.82725, -2.79443], [0.00525, -3.12149, 2.73289], [-1.15077, -2.71953, 4.25524], [-2.28942, -1.79594, 4.05384], [-1.89312, 0.06710, 3.66430], [-0.44121, -2.45455, 5.00744], [-1.52242, -3.66307, 4.52209], [-3.01934, -1.83460, 4.86124], [-2.88208, -2.11288, 3.20600]],
  "atomic_forces_ev_per_a": [[-0.4267, 0.5122, 0.1059], [1.2565, 0.5961, -0.4938], [-1.2575, -0.5071, 0.9490], [2.6928, -1.6367, -0.5061], [-0.9237, 1.4278, -0.5592], [-1.1200, -1.2563, 1.9604], [0.3748, 0.2478, -1.2209], [-0.6832, -0.7910, 0.9466], [0.2249, 0.5666, 0.6448], [-1.9034, 0.8242, -0.3998], [0.6261, -0.8159, -0.0618], [-0.0941, 0.1551, 0.3270], [0.7776, 0.7597, -0.6135], [0.5570, -0.2624, 0.2701], [0.0420, -0.1394, -0.5599], [-0.7932, 0.6765, -0.2993], [-0.5301, -1.0326, -1.0333], [-1.6092, 0.5369, -2.3526], [2.4814, 0.5918, 0.3691], [-1.2200, 1.0463, 0.5308], [0.9077, -0.1026, -1.7469], [0.0696, -0.1477, 0.5323], [0.0462, 0.7305, 0.5928], [0.5474, -0.4354, 0.4674], [0.9882, -0.5725, 0.8054], [-0.0821, 0.3631, 0.0431], [-0.6191, -0.1926, 0.5167], [0.6320, -0.3712, 0.7117], [-1.0010, -0.7587, 0.6026], [2.4583, -0.2217, 2.2448], [0.2700, 2.8494, 0.1920], [-0.3805, 1.5653, -2.2410], [-1.8346, 0.0788, 1.0077], [0.1232, 0.5981, 1.3796], [-1.5380, 0.2948, -1.2305], [-0.3293, -1.2712, -0.7501], [0.2728, -1.1063, 0.1288], [0.3928, -0.7613, -0.0587], [-0.9196, -0.8013, -0.7060], [0.1913, -0.1576, 0.4901], [1.1888, -0.2540, -0.4935], [0.0439, -0.5505, -0.4565], [-0.0429, -0.2824, -0.0462], [-0.0848, -1.3026, 1.2209], [0.5438, 1.5852, -1.2298], [0.0743, -0.4162, 0.0836], [-0.3419, 0.5289, -0.5113], [-0.9810, -0.6828, -0.8304], [0.8471, 0.7156, 0.6180], [0.0321, -0.2904, 0.7098], [-0.2465, 0.1674, -0.2114], [0.8814, 0.4047, 0.0727], [-1.0029, 0.1971, -0.8863], [0.3053, -0.1866, 0.0754], [0.2343, 0.5573, 0.5498], [-0.6679, -1.3525, 0.2974], [0.4964, 0.1835, 0.4338], [0.0533, -0.1013, -0.3814]]
}

Question: Which formula does entry 1 have?
Answer: C5H6O3Sm